## P
Computed, not measured: C23H27BaN4O3S as an isolated structure, with ωB97M-V/def2-TZVPD.

Total charge: +1
E_HOMO: -9.84 eV
HOMO-LUMO gap: 7.2 eV

Cartesian coordinates (Å):
Ba1 -1.4331 1.7313 1.4921
S1 -0.8796 -1.2913 1.9462
O1 0.1643 2.1708 -0.2759
O2 -2.3613 1.6558 4.1177
O3 -1.9475 2.5518 -0.7099
N1 1.1321 0.4548 -2.3354
N2 0.1403 2.4763 3.5670
N3 -2.9665 -2.7979 1.3679
N4 -1.6384 -2.1775 -0.4137
C1 -0.5767 2.1670 -2.5728
C2 2.5240 -3.7217 -0.1572
C3 0.7286 2.7147 5.8577
C4 1.0077 -3.7190 -2.1427
C5 1.3654 2.8956 3.2365
C6 -0.3853 1.9690 -5.3320
C7 1.8291 -1.5987 -1.3246
C8 -1.5484 1.9120 5.2558
C9 -1.8974 -2.1493 0.8876
C10 -0.7843 2.3042 -1.1138
C11 1.0716 -0.9395 -2.3145
C12 0.3295 1.2566 -3.1424
C13 2.6964 -0.7880 -0.4057
C14 0.2844 -3.0664 -3.1226
C15 1.9891 3.1522 5.5090
C16 2.3221 3.2463 4.1656
C17 1.7667 -2.9913 -1.2289
C18 -1.3874 2.9476 -3.3983
C19 -0.1730 2.3826 4.8521
C20 0.2845 -1.6832 -3.1999
C21 0.4110 1.1736 -4.5326
C22 -2.4186 -2.8750 -1.4075
C23 -1.2895 2.8655 -4.7741
H1 -1.4545 0.9954 5.8509
H2 -0.3104 -1.1888 -3.9478
H3 2.2617 -4.7788 -0.1515
H4 2.3021 -3.3174 0.8320
H5 1.3078 0.8707 -1.4345
H6 -0.7573 -1.7634 -0.7075
H7 3.6024 -3.6508 -0.3060
H8 -3.2417 1.4287 4.4334
H9 3.2075 0.0134 -0.9425
H10 2.1080 -0.3316 0.3974
H11 1.5759 2.9553 2.1749
H12 -1.9082 3.4857 -5.4028
H13 -2.0185 2.6828 5.8775
H14 3.4630 -1.3942 0.0695
H15 -3.4428 -2.4982 -1.4291
H16 1.1204 0.4976 -4.9825
H17 -0.2969 1.8943 -6.4079
H18 0.9971 -4.7977 -2.0841
H19 0.4540 2.6334 6.8984
H20 -2.4178 -3.9537 -1.2302
H21 -2.0981 3.6150 -2.9341
H22 2.7019 3.4186 6.2737
H23 3.2922 3.5865 3.8447
H24 -3.4886 -3.4502 0.8022
H25 -1.9573 -2.6936 -2.3756
H26 -3.0647 -2.8506 2.3664
H27 -0.2968 -3.6375 -3.8357


## Q
Computed, not measured: C23H27BaN4O3S as an isolated structure, with ωB97M-V/def2-TZVPD.

Total charge: +1
E_HOMO: -9.33 eV
HOMO-LUMO gap: 6.6 eV

Cartesian coordinates (Å):
Ba1 1.2083 -1.7871 1.6683
S1 0.9102 -4.1493 3.5076
O1 -1.4082 -2.0691 1.5930
O2 2.9309 -0.9480 0.5243
O3 1.1199 0.3121 0.7371
N1 -1.6586 -4.7623 3.5875
N2 -0.9511 -3.2291 5.1411
N3 1.1274 2.5246 -0.8317
N4 0.1073 -3.3254 -0.2566
C1 -0.9468 -4.8653 -2.3043
C2 2.3449 0.1686 0.4066
C3 4.6963 3.4026 -1.0617
C4 -1.1837 4.4497 -3.7343
C5 0.3827 3.2081 -1.8145
C6 -2.2691 -3.0786 5.7349
C7 0.0824 3.9961 -4.0643
C8 -0.8895 3.6842 -1.4674
C9 -1.3782 3.5444 -0.0486
C10 -1.7794 -4.2081 -1.4170
C11 -1.2094 -3.4394 -0.4089
C12 5.3004 2.3019 -0.4577
C13 3.1131 1.3269 -0.1088
C14 0.8601 3.3593 -3.1150
C15 -3.0708 4.7772 -2.1223
C16 -0.6626 -4.0277 4.1148
C17 2.4987 2.4372 -0.7290
C18 0.9073 -3.9698 -1.1132
C19 0.4274 -4.7438 -2.1509
C20 -2.1236 -2.6796 0.5238
C21 4.5057 1.2817 0.0130
C22 3.3264 3.4733 -1.1898
C23 -1.6831 4.2883 -2.4470
H1 5.3045 4.2203 -1.4262
H2 0.4615 4.1260 -5.0698
H3 -2.8724 -3.3691 0.9247
H4 -2.5095 -4.9348 4.0992
H5 0.6256 1.8635 -0.2624
H6 1.9744 -3.8481 -0.9598
H7 2.8682 4.3505 -1.6245
H8 -2.0732 4.3422 0.2056
H9 -3.6569 4.0002 -1.6289
H10 -2.2049 -2.3712 6.5554
H11 -1.8980 2.5922 0.1046
H12 4.9457 0.4158 0.4892
H13 -3.0384 5.6430 -1.4568
H14 -3.5917 5.0744 -3.0303
H15 -1.7963 4.9320 -4.4861
H16 -1.3565 -5.4621 -3.1080
H17 -2.8562 -4.2799 -1.5027
H18 -2.6375 -4.0255 6.1359
H19 1.1136 -5.2373 -2.8241
H20 -0.5420 3.5910 0.6486
H21 1.8297 2.9635 -3.3836
H22 6.3761 2.2505 -0.3612
H23 -1.9045 -1.2929 1.8784
H24 -2.9859 -2.6996 5.0035
H25 -0.1766 -2.7274 5.5384
H26 -1.3829 -5.4434 2.9012
H27 -2.6513 -1.9275 -0.0693


What are the relative energies? In hartree: P 0.0000; Q 0.0416.